No. 1
{
  "formula": "C4H10NO",
  "method": "ωB97M-V with the def2-TZVPD basis set",
  "gap_ev": 8.348,
  "charge": 1,
  "lumo_energy_ha": -0.1860,
  "homo_ev": -13.410,
  "e_tot_ev": -7838.03028,
  "relative_energy_kj_mol": 317.1,
  "species": ["C", "C", "H", "H", "C", "H", "O", "N", "H", "H", "H", "H", "C", "H", "H", "H"],
  "positions_angstrom": [[-1.003, 0.700, -0.050], [-1.160, 2.246, -0.299], [-1.617, 0.418, 0.781], [0.595, 0.212, 2.611], [1.092, -2.101, -1.159], [-0.474, -0.419, -2.036], [1.064, -0.457, 2.119], [0.492, -1.216, -0.479], [-0.622, 2.570, -1.258], [1.892, -2.658, -0.679], [-2.276, 2.557, -0.461], [-0.743, 2.745, 0.650], [-0.435, -0.181, -0.955], [1.413, -0.923, 2.966], [0.767, -2.396, -2.195], [1.015, -1.097, 0.445]]
}

---

No. 2
{
  "formula": "C4H10NO",
  "method": "ωB97M-V with the def2-TZVPD basis set",
  "gap_ev": 11.099,
  "charge": 1,
  "lumo_energy_ha": -0.1611,
  "homo_ev": -15.484,
  "e_tot_ev": -7838.58761,
  "relative_energy_kj_mol": 263.4,
  "species": ["H", "N", "H", "H", "H", "H", "C", "H", "C", "H", "H", "H", "C", "H", "O", "C"],
  "positions_angstrom": [[3.062, 0.249, 0.130], [1.365, -0.940, -0.752], [-3.359, 0.153, -0.747], [-3.548, -0.009, 1.209], [-3.156, 1.556, 0.229], [1.481, 0.899, 0.495], [1.458, -1.254, 0.654], [2.087, -2.092, 0.703], [1.982, 0.010, 0.198], [-1.091, 0.016, 1.317], [0.134, -0.657, -0.798], [1.950, -1.466, -1.418], [-1.640, 0.137, 0.330], [0.528, -1.436, 1.288], [-0.910, 0.095, -0.718], [-3.018, 0.463, 0.267]]
}

---

No. 3
{
  "formula": "C4H10NO",
  "method": "ωB97M-V with the def2-TZVPD basis set",
  "gap_ev": 12.813,
  "charge": 1,
  "lumo_energy_ha": -0.1171,
  "homo_ev": -16.000,
  "e_tot_ev": -7840.41024,
  "relative_energy_kj_mol": 87.5,
  "species": ["H", "C", "H", "H", "C", "C", "H", "H", "O", "N", "C", "H", "H", "H", "H", "H"],
  "positions_angstrom": [[2.704, -0.049, 0.223], [0.598, 0.302, -0.016], [1.418, 2.021, 0.318], [-2.009, 1.384, 0.050], [1.888, -0.337, -0.438], [-0.679, -0.411, -0.189], [1.816, -1.421, -0.456], [-2.869, -0.184, 0.194], [0.552, 1.634, 0.115], [-0.106, -0.427, 1.168], [-2.117, 0.380, -0.342], [-0.579, 0.156, 1.859], [0.253, -1.296, 1.559], [2.128, 0.000, -1.445], [-0.687, -1.363, -0.700], [-2.355, 0.419, -1.396]]
}

---

No. 4
{
  "formula": "C4H10NO2",
  "method": "ωB97M-V with the def2-TZVPD basis set",
  "gap_ev": 7.723,
  "charge": -1,
  "lumo_energy_ha": 0.1577,
  "homo_ev": -3.431,
  "e_tot_ev": -9894.81765,
  "relative_energy_kj_mol": 253.6,
  "species": ["H", "N", "C", "H", "H", "H", "H", "C", "H", "C", "C", "H", "O", "H", "H", "H", "O"],
  "positions_angstrom": [[1.740, -0.519, -0.537], [0.300, -1.371, 0.910], [0.991, 1.985, -0.727], [1.318, 1.710, -1.721], [0.894, -2.183, 0.754], [1.922, 2.131, -0.163], [-1.514, 0.012, -0.608], [0.107, 0.900, -0.103], [0.455, 2.955, -0.667], [0.662, -0.570, -0.281], [-1.228, -1.482, 1.024], [-1.444, -2.513, 1.407], [-1.826, -1.252, -0.146], [0.225, -1.031, -1.183], [-1.419, -0.759, 1.848], [-0.054, 1.029, 0.986], [-1.130, 0.959, -0.794]]
}

---

No. 5
{
  "formula": "C4H10NO2",
  "method": "ωB97M-V with the def2-TZVPD basis set",
  "gap_ev": 7.023,
  "charge": -1,
  "lumo_energy_ha": 0.1532,
  "homo_ev": -2.855,
  "e_tot_ev": -9892.30170,
  "relative_energy_kj_mol": 496.3,
  "species": ["O", "O", "H", "C", "H", "H", "H", "H", "H", "H", "H", "C", "C", "H", "C", "N", "H"],
  "positions_angstrom": [[1.189, 0.108, -1.510], [-2.620, -1.766, -0.636], [-1.939, -2.401, -0.494], [-1.975, -0.411, -0.466], [1.798, 1.658, 1.056], [0.011, 1.532, -0.175], [-0.833, 0.983, 1.434], [-2.108, 0.473, -1.233], [3.004, 0.188, -0.409], [-2.471, 0.094, 0.341], [1.406, 0.248, 2.044], [1.883, -0.030, -0.295], [1.324, 0.579, 0.878], [1.999, -1.151, -0.104], [-0.136, 0.706, 0.614], [-0.576, -0.456, -0.011], [0.045, -0.355, -1.035]]
}

---

No. 6
{
  "formula": "C4H10NO2",
  "method": "ωB97M-V with the def2-TZVPD basis set",
  "gap_ev": [10.385, 7.051],
  "lumo_energy_ha": [0.0326, -0.0893],
  "homo_ev": [-9.497, -9.480],
  "e_tot_ev": -9891.46541,
  "s2": 0.755,
  "spin_multiplicity": 2,
  "relative_energy_kj_mol": 219.7,
  "species": ["H", "H", "C", "H", "O", "C", "H", "H", "H", "H", "C", "N", "H", "H", "H", "C", "O"],
  "positions_angstrom": [[-1.852, -1.728, -0.605], [2.590, -0.251, 1.913], [-0.398, -0.969, -1.773], [0.422, 0.242, 2.360], [-1.420, 1.187, 0.639], [-0.077, 1.265, 0.575], [2.589, 0.805, 0.606], [0.329, 2.236, 0.999], [0.325, 1.165, -0.459], [0.221, -0.824, 0.953], [-1.693, -0.807, -1.195], [2.088, 0.049, 1.068], [0.440, -0.870, -0.984], [-1.689, 0.045, -0.439], [-2.462, -0.695, -1.965], [0.665, 0.148, 1.268], [-0.078, -0.996, -2.960]]
}

---

Please write out number 4 again, unchanged.
{
  "formula": "C4H10NO2",
  "method": "ωB97M-V with the def2-TZVPD basis set",
  "gap_ev": 7.723,
  "charge": -1,
  "lumo_energy_ha": 0.1577,
  "homo_ev": -3.431,
  "e_tot_ev": -9894.81765,
  "relative_energy_kj_mol": 253.6,
  "species": ["H", "N", "C", "H", "H", "H", "H", "C", "H", "C", "C", "H", "O", "H", "H", "H", "O"],
  "positions_angstrom": [[1.740, -0.519, -0.537], [0.300, -1.371, 0.910], [0.991, 1.985, -0.727], [1.318, 1.710, -1.721], [0.894, -2.183, 0.754], [1.922, 2.131, -0.163], [-1.514, 0.012, -0.608], [0.107, 0.900, -0.103], [0.455, 2.955, -0.667], [0.662, -0.570, -0.281], [-1.228, -1.482, 1.024], [-1.444, -2.513, 1.407], [-1.826, -1.252, -0.146], [0.225, -1.031, -1.183], [-1.419, -0.759, 1.848], [-0.054, 1.029, 0.986], [-1.130, 0.959, -0.794]]
}